Record 1
Below is an isolated molecule of C14H22S4 at a distorted geometry, with properties calculated with ωB97M-V with the def2-TZVPD basis set.

The SMILES is S=C(SSC(=S)C1CCCCC1)C1CCCCC1. Its relative energy (zero: lowest compared OMol25 entry of this formula, charge and spin) is 0.000 eV. The calculation puts the HOMO-LUMO gap at 7.68 eV. The LUMO energy comes out at -0.0254 Eh.

Last column: Löwdin charge in e.
Atoms and positions in Å:
S -0.80664 1.78693 -2.00387  0.65
S 1.11654 -0.55993 1.60673  0.66
S 1.95192 1.25801 -0.93841  0.53
S 1.34933 -0.69611 -1.33111  0.53
C 0.44002 2.24885 -0.94942  -0.98
C 0.80090 -1.39701 0.20955  -1.02
C -1.65865 3.95292 1.83645  -0.22
C 0.61406 -4.95092 -1.65634  -0.19
C -0.58768 2.90066 2.09614  -0.19
C -1.98776 4.07685 0.35390  -0.22
C 1.75731 -4.40242 -0.79321  -0.21
C -0.30326 -3.77260 -1.97895  -0.22
C 0.69688 3.23795 1.33865  -0.19
C -0.71644 4.52024 -0.35930  -0.18
C 1.21205 -3.88187 0.52531  -0.18
C -0.87924 -3.15224 -0.72503  -0.18
C 0.47650 3.51733 -0.13974  -0.40
C 0.16313 -2.78295 0.37039  -0.41
H -2.58028 3.79327 2.39219  0.11
H -1.27261 4.89855 2.22215  0.11
H 0.14677 -5.77740 -1.08663  0.12
H 0.98320 -5.27022 -2.64551  0.11
H -0.46255 2.89588 3.16743  0.11
H -0.96898 1.89205 1.83163  0.11
H -2.42902 3.14124 -0.06606  0.10
H -2.72427 4.86424 0.16736  0.11
H 2.43444 -5.20199 -0.51713  0.11
H 2.34367 -3.64687 -1.31695  0.10
H -1.12089 -4.12828 -2.59532  0.11
H 0.21710 -3.00407 -2.56742  0.09
H 1.41232 2.46421 1.47324  0.05
H 1.08210 4.14533 1.79297  0.12
H -0.88749 4.58102 -1.44447  0.10
H -0.44762 5.51186 0.01548  0.12
H 0.71822 -4.72955 1.02085  0.13
H 2.03085 -3.52608 1.15382  0.11
H -1.44494 -2.24237 -0.96913  0.11
H -1.64879 -3.82731 -0.29960  0.13
H 1.36672 4.02005 -0.52513  0.14
H -0.38688 -2.75724 1.33447  0.12



Record 2
Below is a structure of composition C14H23AuN4O, with properties calculated with ωB97M-V with the def2-TZVPD basis set.

As for the charge: +2. Its relative energy (zero: lowest compared OMol25 entry of this formula, charge and spin) is 1.560 eV. The calculation puts the HOMO-LUMO gap (spin up / spin down) at 7.45 / 7.45 eV. The LUMO energy (spin up / spin down) comes out at -0.2378 / -0.2378 Eh.

Last column: Löwdin charge in e.
Atoms and positions in Å:
Au 0.07521 -0.45440 0.07680  1.13
C 4.72877 -1.46325 -0.06860  0.00
C 3.33762 -1.04715 -0.02845  -0.15
N 2.23808 -0.72401 0.00141  0.06
H 4.82922 -2.31523 -0.73968  0.11
H 5.05189 -1.74749 0.93173  0.11
H 5.34718 -0.64453 -0.43268  0.11
O -1.79191 -0.26681 0.02474  -0.56
C 0.66780 3.72858 1.42468  -0.04
C 0.59699 2.18697 1.38517  -0.12
N 0.07820 1.72295 0.07201  -0.28
C 0.96824 2.20622 -1.01515  -0.12
C 1.04386 3.74828 -1.00692  -0.04
N 0.17859 4.24809 0.10800  -0.09
C -1.24160 3.81650 -0.11504  -0.03
C -1.29046 2.27683 -0.13624  -0.15
H 1.68189 4.09403 1.57096  0.14
H 0.03136 4.14809 2.20043  0.15
H -0.07010 1.80594 2.15505  0.14
H 1.58329 1.75347 1.53590  0.12
H 0.56923 1.84059 -1.95860  0.14
H 1.95417 1.77411 -0.86676  0.11
H 0.67155 4.18206 -1.93216  0.15
H 2.05384 4.11311 -0.83342  0.14
H 0.21706 5.26747 0.12252  0.20
H -1.57141 4.25308 -1.05538  0.15
H -1.84006 4.23620 0.69072  0.15
H -1.66791 1.88980 -1.07722  0.13
H -1.93326 1.86509 0.63440  0.12
N -0.08106 -2.54551 0.22434  -0.01
C -1.27706 -3.39214 -0.01145  -0.28
C -2.52642 -3.01906 0.43845  -0.04
C -3.57574 -3.90917 0.23731  -0.05
C -3.36961 -5.12316 -0.39771  -0.05
C -2.10137 -5.47262 -0.84412  -0.06
C -1.04104 -4.60146 -0.65048  -0.04
H 0.62321 -2.88442 -0.42774  0.09
H 0.26463 -2.75835 1.15928  0.12
H -2.66731 -2.05783 0.90445  0.08
H -4.56537 -3.64002 0.58018  0.12
H -4.19825 -5.80097 -0.54851  0.12
H -1.93418 -6.41900 -1.33893  0.12
H -0.04776 -4.87084 -0.99332  0.11



Record 3
Below is a cluster of 2 separate species, C14H23BBr2Cl3N2O3 in total at a distorted geometry, with properties calculated with ωB97M-V with the def2-TZVPD basis set.

As for the charge: +1. The calculation puts the HOMO-LUMO gap at 8.16 eV. The LUMO energy comes out at -0.1785 Eh.

Last column: Löwdin charge in e.
Atoms and positions in Å:
C 0.26331 3.84880 3.01260  -0.05
C 1.13707 2.72278 3.54493  -0.22
O 1.50917 1.73706 2.58233  -0.13
C 0.48533 0.83091 2.29040  -0.20
C 0.86279 0.11896 1.02456  -0.01
C 1.09869 -1.27980 0.96547  -0.23
C 0.97375 -2.18471 2.15606  -0.63
Br 2.32701 -1.70938 3.47707  0.82
C -0.46032 -2.26593 2.73148  -0.25
C -1.13557 -3.62729 2.49332  -0.07
N 1.40613 -1.91647 -0.13304  0.15
N 1.53059 -1.20520 -1.24495  -0.42
Cl 1.91369 -2.17035 -2.57432  0.89
C 1.36537 0.10820 -1.31608  -0.26
C 1.54880 0.84745 -2.61026  -0.66
Br 3.41101 0.77249 -3.17886  0.79
C 0.56215 0.48582 -3.73752  -0.27
C -0.76247 -0.07155 -3.22084  -0.12
C 1.00988 0.82790 -0.16931  0.09
B 0.76739 2.41207 -0.16739  -0.65
O -0.49258 2.93589 -0.22463  0.21
O 1.82621 3.25310 -0.04409  0.22
H -0.36111 4.22826 3.81670  0.09
H 0.84090 4.65189 2.56880  0.09
H -0.43226 3.49801 2.25035  0.06
H 0.63492 2.24062 4.38649  0.12
H 2.06707 3.14218 3.91309  0.13
H -0.47283 1.33947 2.12251  0.15
H 0.33921 0.15405 3.12884  0.09
H 1.26090 -3.18228 1.85187  0.08
H -0.37519 -2.09667 3.80128  0.09
H -1.05738 -1.43815 2.35437  0.10
H -0.55918 -4.28671 1.85432  0.07
H -2.12084 -3.47391 2.06195  0.08
H -1.31384 -4.10704 3.45014  0.08
H 1.42009 1.90729 -2.42394  0.08
H 1.04078 -0.24767 -4.38114  0.08
H 0.38998 1.36370 -4.35220  0.12
H -1.16203 0.54136 -2.41148  0.08
H -0.69129 -1.11054 -2.92814  0.00
H -1.49718 -0.03271 -4.01957  0.07
H -1.02943 2.48068 -0.88184  0.11
H 2.61141 2.97410 -0.52417  0.12
C -4.22528 -2.72112 -4.29709  -1.00
Cl -2.58437 -2.84270 -3.63469  0.53
Cl -4.73030 -1.03887 -4.47074  0.52
H -4.23468 -3.19139 -5.27229  0.03
H -4.90545 -3.22264 -3.62036  0.03



Record 4
Below is a structure of composition C14H23BCrN6 at a distorted geometry, with properties calculated with ωB97M-V with the def2-TZVPD basis set.

As for the charge: +2. The spin multiplicity is 5. Its relative energy (zero: lowest compared OMol25 entry of this formula, charge and spin) is 0.000 eV. The calculation puts the HOMO-LUMO gap (spin up / spin down) at 5.84 / 6.15 eV. The LUMO energy (spin up / spin down) comes out at -0.3691 / -0.3570 Eh.

Last column: Mulliken spin population.
Atoms and positions in Å:
C 3.06395 -0.03717 -0.23259  0.00
N 1.77855 0.03133 -0.61349  -0.10
N 1.73345 -0.21397 -1.97119  0.00
C 3.00065 -0.40757 -2.42279  0.02
C 3.88255 -0.30737 -1.34799  0.00
B 0.39895 -0.16287 -2.82419  -0.12
N -0.66135 -1.30757 -2.54749  0.00
N -1.38045 -1.41137 -1.37369  0.01
C -2.22035 -2.45037 -1.50429  0.00
C -2.07565 -3.02827 -2.78189  0.00
C -1.08405 -2.27307 -3.40589  0.02
Cr -0.19625 -0.33807 -0.01899  3.38
N -0.29205 1.18723 -2.51529  0.05
N -0.69065 1.38553 -1.23509  -0.11
C -1.26045 2.59993 -1.17219  -0.02
C -1.22985 3.20453 -2.44659  0.00
C -0.60395 2.26963 -3.27299  0.02
H -1.65735 2.97113 -0.22709  0.01
H -0.35975 2.29433 -4.33439  0.00
H -1.61035 4.18563 -2.72739  0.00
H 0.71265 -0.23457 -3.99189  0.00
H -0.65115 -2.34597 -4.40299  0.00
H 3.18155 -0.59557 -3.48049  0.00
H -2.62555 -3.87177 -3.19739  0.00
H 4.96725 -0.40417 -1.37009  0.00
H -2.88085 -2.71937 -0.68029  0.00
H 3.32735 0.11573 0.81381  0.01
H -1.95855 -1.01767 1.75351  0.00
C -2.16935 -1.79087 2.50981  0.00
H -3.02335 -2.40417 2.17981  0.00
H -1.28275 -2.43297 2.63561  0.00
H -2.41295 -1.30857 3.47011  0.00
C 1.69975 0.81683 3.99081  0.04
C 0.43055 0.39413 3.24501  -0.09
C -0.74615 1.28783 3.65331  0.05
C 0.67135 0.48023 1.73391  0.48
H 1.97015 1.86773 3.75061  0.00
H 2.54555 0.15593 3.70271  -0.01
H 1.54825 0.72663 5.08791  0.00
H 0.21875 -0.65967 3.53201  0.03
H -0.53095 2.34973 3.40661  0.00
H -1.67125 0.98843 3.12101  -0.01
H -0.92745 1.20323 4.74581  0.02
H -0.14115 -0.16997 1.40301  0.28
H 1.21255 1.37713 1.36321  0.03



Record 5
Below is an isolated molecule of C14H23BN2O5 at a distorted geometry, with properties calculated with ωB97M-V with the def2-TZVPD basis set.

The SMILES is CCCOCN(COc1ccccc1)C(=O)OB(O)N(C)C. Its relative energy (zero: lowest compared OMol25 entry of this formula, charge and spin) is 9.940 eV. The calculation puts the HOMO-LUMO gap at 8.62 eV. The LUMO energy comes out at 0.0049 Eh.

Last column: Löwdin charge in e.
Atoms and positions in Å:
C -4.24089 2.82206 0.71078  -0.14
C -3.81780 2.77896 -0.87227  -0.24
C -3.95712 1.31306 -1.59212  -0.20
O -2.97236 0.30812 -1.16276  -0.17
C -1.58735 0.78152 -1.30921  -0.20
N -0.62438 -0.24803 -1.88557  0.00
C 0.73611 0.44733 -1.83181  -0.20
O 1.72880 -0.09678 -2.77119  -0.13
C 2.97176 -0.20467 -1.93690  -0.16
C 3.46695 -1.72722 -1.58054  0.02
C 4.79277 -1.89377 -0.63050  -0.04
C 5.52491 -0.50154 -0.07797  -0.08
C 5.02662 1.02234 -0.46411  -0.06
C 3.67906 1.18622 -1.43082  0.00
C -0.51542 -1.47963 -1.01236  -0.21
O 0.23167 -2.49975 -1.51428  -0.01
O -1.18773 -1.67904 0.29433  0.08
B -0.33386 -2.43060 1.23756  -0.50
O -0.11208 -3.89469 1.21747  0.07
N 0.33638 -1.59281 2.35090  -0.11
C -0.05610 -2.18041 3.71431  -0.12
C -0.21583 -0.16173 2.33981  -0.12
H -4.63565 3.92946 0.91816  0.08
H -3.27677 2.71314 1.39466  0.08
H -5.11877 2.10932 1.01336  0.08
H -2.76728 3.28555 -0.96686  0.10
H -4.58060 3.50119 -1.43910  0.12
H -5.02442 0.88349 -1.27911  0.14
H -3.91323 1.40885 -2.78022  0.14
H -1.12119 1.10061 -0.25895  0.14
H -1.49613 1.73389 -2.02321  0.15
H 1.13865 0.27324 -0.72547  0.14
H 0.68618 1.60631 -1.98568  0.15
H 2.84712 -2.63501 -2.01375  0.11
H 5.15781 -2.97101 -0.35167  0.08
H 6.45628 -0.65594 0.62421  0.07
H 5.54300 2.00982 -0.08166  0.08
H 3.25550 2.24098 -1.73029  0.10
H -0.69793 -4.30627 0.51068  0.12
H 0.64243 -1.64797 4.51779  0.10
H 0.18664 -3.33733 3.78932  0.11
H -1.19450 -1.95328 3.98867  0.11
H 0.24651 0.35955 1.39636  0.08
H 0.17791 0.39370 3.31721  0.11
H -1.38565 -0.11123 2.37278  0.11



Record 6
Below is an isolated molecule of C14H23BrN2, with properties calculated with ωB97M-V with the def2-TZVPD basis set.

The SMILES is CCN(CC)CCN(C)Cc1ccc(Br)cc1. Its relative energy (zero: lowest compared OMol25 entry of this formula, charge and spin) is 0.033 eV. The calculation puts the HOMO-LUMO gap at 9.14 eV. The LUMO energy comes out at 0.0312 Eh.

Last column: Löwdin charge in e.
Atoms and positions in Å:
C -5.21257 -0.83426 -2.51536  -0.09
H -5.51038 -0.07618 -1.79596  0.07
H -4.33767 -0.47799 -3.05326  0.06
H -6.01815 -0.97413 -3.23226  0.07
C -4.92899 -2.14784 -1.79174  -0.26
N -3.93206 -1.99004 -0.74500  -0.20
C -2.58441 -2.05205 -1.27250  -0.19
H -2.55184 -1.40878 -2.15390  0.11
C -1.50905 -1.58335 -0.27870  -0.20
N -1.95871 -0.49798 0.56744  -0.20
C -2.32401 0.68506 -0.17808  -0.08
H -3.17185 0.43710 -0.81052  0.06
H -2.63230 1.46267 0.51905  0.09
H -1.50618 1.07470 -0.80449  0.09
C -1.06113 -0.23125 1.68196  -0.16
C 0.30573 0.26360 1.27306  -0.21
C 0.53710 1.62002 1.07053  -0.04
C 1.76168 2.07583 0.61711  -0.12
C 2.76750 1.16046 0.36297  -0.68
C 2.56887 -0.19405 0.56316  -0.12
C 1.33794 -0.63255 1.01633  -0.04
H 1.18406 -1.68905 1.18055  0.11
H 3.36541 -0.89589 0.36853  0.10
Br 4.46185 1.77747 -0.26350  0.71
H 1.93385 3.13028 0.46400  0.10
H -0.24600 2.33431 1.27746  0.11
H -0.96195 -1.15813 2.25490  0.12
H -1.54897 0.51288 2.31775  0.12
H -1.22946 -2.41260 0.37721  0.11
H -0.61149 -1.31423 -0.86736  0.12
H -2.31435 -3.07389 -1.60481  0.13
C -4.16748 -2.86187 0.39353  -0.25
C -5.20799 -2.25502 1.32893  -0.08
H -6.17245 -2.15312 0.83830  0.06
H -5.33319 -2.88317 2.20759  0.07
H -4.87184 -1.27011 1.63887  0.07
H -3.23567 -2.96074 0.94738  0.10
H -4.48158 -3.87183 0.07632  0.12
H -5.85710 -2.48745 -1.32925  0.11
H -4.62389 -2.91633 -2.52440  0.12